64
Properties=species:S:1:pos:R:3:forces:R:3 method="wB97M-V/def2-TZVPD" energy_ev=-42638.4012 lumo_energy_ev=-0.879 fmax_ha_per_bohr=0.061 homo_lumo_gap_ev=5.797
C -1.034 0.092 6.529 -0.24 0.31 0.15
C -1.828 1.444 6.251 0.39 -0.57 0.11
C -3.165 1.165 5.409 1.45 0.63 0.68
C -3.221 2.112 4.143 -1.03 -0.29 -0.10
C -3.289 1.330 2.762 -0.67 0.75 -0.03
B -1.994 0.358 2.469 0.11 1.67 -0.26
O -0.852 0.890 3.274 0.26 -0.32 0.03
Cl -2.378 -1.437 2.921 0.18 -0.47 0.27
C -1.491 0.367 0.896 0.32 -0.02 -0.32
C 0.005 -0.165 0.865 -0.89 -1.10 -0.41
C 0.336 -1.003 -0.465 -0.97 1.64 0.56
N 1.407 -0.311 -1.242 -0.20 -1.04 -0.29
C 2.719 -0.308 -0.551 1.45 1.37 -0.09
C 3.286 1.166 -0.656 0.26 0.37 -0.28
C 3.417 1.715 -2.023 0.41 1.35 1.93
C 3.887 3.076 -2.223 -0.35 -1.39 2.17
C 4.249 3.844 -1.024 -0.47 -1.23 -0.09
C 4.141 3.311 0.320 -0.82 -1.71 -1.26
C 3.639 1.933 0.527 0.29 1.25 -2.84
O 3.473 1.377 1.792 0.94 0.37 -0.85
H -0.428 0.121 7.471 -0.45 0.12 -0.72
H -0.340 -0.088 5.671 -0.73 -0.03 0.64
H -1.745 -0.775 6.625 0.69 0.79 -0.15
H -1.116 2.101 5.681 -0.84 -0.56 0.38
H -2.045 1.997 7.210 0.06 -0.67 -0.81
H -3.144 0.074 5.162 -0.18 1.02 -0.19
H -4.015 1.335 6.121 0.50 -0.11 -0.84
H -2.352 2.829 4.120 -0.74 -0.88 0.16
H -4.136 2.766 4.271 0.82 -0.57 -0.35
H -3.316 2.137 1.960 -0.07 -0.77 0.66
H -4.263 0.771 2.670 0.73 0.54 0.18
H -0.586 1.751 2.916 -0.23 -0.41 0.17
H -1.561 1.444 0.546 0.31 -0.99 0.11
H -2.138 -0.235 0.200 0.41 0.39 0.60
H 0.668 0.734 0.972 -0.17 -1.14 -0.05
H 0.144 -0.901 1.708 -0.07 1.19 -0.52
H -0.609 -0.921 -1.087 0.94 -0.36 0.45
H 0.541 -2.082 -0.253 0.16 0.89 -0.28
H 1.086 0.662 -1.309 0.27 -0.49 0.12
H 3.497 -0.945 -1.067 -1.06 0.33 0.31
H 2.688 -0.643 0.515 -0.29 0.44 -0.83
H 3.111 1.058 -2.877 0.42 0.75 0.87
H 3.952 3.493 -3.256 0.05 -0.27 1.19
H 4.610 4.884 -1.177 -0.29 -0.90 0.29
H 4.395 3.887 1.236 -0.16 -0.28 -0.97
H 4.374 1.210 2.130 -0.66 0.11 0.07
C -1.240 -3.005 -3.393 -0.03 0.05 0.35
C -0.885 -1.794 -4.243 -0.39 -0.56 0.09
C -0.967 -2.058 -5.749 0.64 0.57 -0.18
O 0.150 -2.828 -6.176 -0.62 -0.08 -0.04
C -0.095 -4.233 -6.268 0.42 -0.17 0.06
N 0.533 -1.412 -3.942 0.12 -0.13 -0.62
H -0.474 -3.782 -3.435 -0.02 0.02 -0.13
H -1.350 -2.717 -2.345 0.00 -0.03 -0.06
H -2.187 -3.440 -3.717 0.06 0.07 -0.03
H -1.516 -0.948 -3.966 0.05 -0.01 -0.06
H -0.890 -1.100 -6.275 -0.01 -0.06 -0.04
H -1.920 -2.505 -6.040 0.04 -0.08 0.21
H -1.145 -4.463 -6.458 0.01 0.11 0.03
H 0.233 -4.723 -5.349 -0.15 -0.13 -0.03
H 0.505 -4.626 -7.089 -0.03 0.10 0.00
H 0.759 -1.426 -2.937 0.25 0.62 0.55
H 0.762 -0.488 -4.315 -0.02 0.01 0.30
H 1.147 -2.073 -4.436 -0.17 -0.01 0.03